Computed, not measured: a molecular structure, C4H6N2 at a distorted geometry, with ωB97M-V with the def2-TZVPD basis set.

Its energy above the lowest of the compared OMol25 structures with the same formula, charge and spin is 503.24 kJ/mol. The value obtained for the highest occupied orbital energy is -8.9 eV. The value obtained for the frontier orbital gap is 0.3423 hartree. The value obtained for the LUMO energy is 0.015 hartree.

Structure (ORCA input):
```
! RIJCOSX wB97M-V def2-TZVPD def2/J DEFGRID3
* xyz 0 1
C -0.6633 -1.3141 -0.1677
C 0.2109 -0.1740 0.1843
N 1.6485 -0.0514 -0.2545
C 0.2365 1.1319 0.1806
C -1.3924 1.8544 0.6808
N -2.4378 1.3740 0.5052
H 2.3912 0.3487 0.3086
H 1.8650 -0.3850 -1.1897
H 0.7866 2.0094 0.4886
H -1.6671 -1.0900 0.2066
H -0.7071 -1.4832 -1.2468
H -0.2710 -2.2208 0.3041
*
```